Record 1
Below is a 7-piece molecular cluster, C35H90N6O12 overall at a distorted geometry, with properties calculated with ωB97M-V/def2-TZVPD.

Each line ends with the Mulliken charge.
Cartesian coordinates (Å):
C 1.84757 0.38868 1.73748  -0.847
O 1.90086 0.83191 0.37811  -0.397
C 1.08352 0.13378 -0.42763  -0.355
C -0.41360 0.56749 -0.45562  0.635
C -1.42563 -0.41569 -1.05789  -1.147
N -0.65737 1.88775 -1.06637  -0.208
H 2.52134 -0.43068 1.98808  0.330
H 0.86169 0.08139 2.08636  0.311
H 2.22392 1.08547 2.48644  0.359
H 1.35513 0.07760 -1.48176  -0.174
H 1.28212 -0.92898 -0.28909  0.309
H -0.79186 0.80545 0.53855  0.250
H -1.29018 -1.43870 -0.70689  0.385
H -1.44555 -0.34440 -2.14537  0.154
H -2.41270 -0.00554 -0.84439  0.186
H 0.02859 2.53542 -0.70568  0.339
H -0.44921 1.75685 -2.04598  -0.127
C 0.60173 1.26765 -4.74903  -0.927
O -0.65151 1.39957 -4.10294  -0.074
C -1.68433 2.03672 -4.71339  -0.855
C -3.04138 1.52986 -4.19839  -0.707
N -3.35241 2.04541 -2.85200  0.081
C -4.79542 1.86641 -2.42427  -0.761
C -4.92485 2.08110 -0.91294  -0.381
O -5.43778 0.88061 -0.29990  -0.388
C -5.68987 1.10212 1.11945  -0.655
H 0.73771 0.39815 -5.39212  0.297
H 1.34029 1.03601 -3.98158  0.198
H 0.96216 2.09714 -5.35742  0.411
H -1.51542 1.90887 -5.78261  0.541
H -1.65434 3.12272 -4.62513  0.235
H -3.23199 0.46240 -4.30926  0.363
H -3.87902 1.88363 -4.79948  0.510
H -2.60094 1.91532 -2.18983  -0.131
H -5.20058 0.88351 -2.66482  0.327
H -5.42082 2.60148 -2.93086  0.311
H -5.53820 2.95948 -0.71213  0.449
H -3.94336 2.27988 -0.48251  0.254
H -4.78912 1.50145 1.58560  0.207
H -6.01880 0.16957 1.57796  0.253
H -6.47305 1.84744 1.25809  0.336
C -1.60574 5.87193 -2.04259  -0.538
O -0.43682 6.61280 -2.12963  -0.244
C -0.37039 8.02254 -1.92814  -0.837
C 0.98999 8.59394 -2.19465  -0.507
N 1.33044 8.64358 -3.68306  -0.354
C 2.66962 9.29413 -3.85177  -0.541
C 3.04115 9.10229 -5.41985  -0.694
O 3.83271 7.93508 -5.51678  -0.304
C 4.29839 7.55134 -6.78648  -0.662
H -2.02352 6.01269 -3.03946  0.298
H -2.32697 6.32869 -1.36489  0.334
H -1.54863 4.82749 -1.73600  -0.005
H -0.82239 8.41908 -1.01899  0.484
H -1.06658 8.51581 -2.60644  0.388
H 1.79997 7.95114 -1.84990  0.369
H 1.00287 9.61308 -1.80828  0.301
H 1.09748 7.79648 -4.18129  0.249
H 3.51327 8.88150 -3.29850  0.308
H 2.61931 10.32278 -3.49476  0.341
H 3.64185 9.96324 -5.71317  0.446
H 2.13362 9.02629 -6.01879  0.383
H 4.95057 6.68559 -6.67145  0.216
H 4.74446 8.44482 -7.22333  0.274
H 3.34645 7.27194 -7.23795  0.282
C 5.42876 -9.39933 0.52793  -0.796
O 4.11666 -8.91136 0.92316  -0.304
C 3.50282 -7.97958 0.06706  -0.764
C 2.16136 -7.49439 0.60600  -0.591
N 2.40670 -6.43677 1.68729  -0.343
C 1.17835 -5.87408 2.36212  -0.900
C -0.01397 -5.20435 1.48045  -0.110
O -0.71419 -4.39589 2.47671  -0.373
C -1.54803 -3.40239 1.83892  -0.502
H 6.19207 -8.62605 0.44139  0.296
H 5.31739 -10.09490 -0.30386  0.324
H 5.82365 -10.19176 1.16371  0.297
H 3.21613 -8.46159 -0.86760  0.370
H 4.12096 -7.16495 -0.31026  0.417
H 1.72157 -8.32163 1.16310  0.506
H 1.47289 -7.22611 -0.19533  0.385
H 3.03988 -6.71749 2.42239  0.252
H 1.40877 -5.27860 3.24552  0.408
H 0.66786 -6.73551 2.79272  0.341
H -0.52273 -6.05363 1.02440  0.316
H 0.49058 -4.54694 0.77239  0.094
H -2.04637 -3.77009 0.94196  0.359
H -0.87127 -2.59030 1.57323  0.098
H -2.23169 -2.98665 2.57911  0.269
C 1.54070 -4.96533 -2.36729  -0.738
O 2.18500 -4.07572 -3.21211  -0.330
C 1.22271 -3.58299 -4.17020  -0.662
C 1.78115 -2.25498 -4.83986  -0.698
N 2.54560 -1.29416 -3.96829  0.359
C 3.91538 -0.97328 -4.43674  -0.648
C 4.37665 -0.06146 -3.33133  -0.377
O 5.77149 -0.02695 -3.55019  -0.383
C 6.56723 0.52596 -2.52192  -0.667
H 2.21034 -5.38739 -1.61792  0.191
H 1.28481 -5.89864 -2.86884  0.399
H 0.60452 -4.65475 -1.90340  0.273
H 0.23652 -3.42194 -3.73479  0.378
H 1.11725 -4.18475 -5.07290  0.347
H 0.89707 -1.76103 -5.24299  0.134
H 2.40116 -2.58312 -5.67413  0.373
H 2.56899 -1.70039 -3.04388  0.096
H 3.77830 -0.38691 -5.34530  0.266
H 4.60731 -1.80388 -4.57615  0.344
H 4.23666 -0.50163 -2.34404  0.286
H 3.82939 0.88101 -3.35024  0.336
H 6.07704 0.38768 -1.55824  0.284
H 6.78681 1.56355 -2.77351  0.244
H 7.53059 0.02266 -2.43996  0.250
C -2.38284 0.88791 3.94697  -0.897
O -3.32768 0.50183 4.87801  -0.394
C -3.42677 -0.86166 5.19922  -0.261
C -3.34833 -1.13532 6.69178  -0.633
N -4.60223 -1.31922 7.39215  -0.442
C -4.31762 -2.25485 8.50160  -0.537
C -5.33094 -2.14244 9.61304  -0.594
O -5.31157 -0.79158 10.12294  -0.307
C -5.90342 -0.50024 11.41432  -0.716
H -1.36765 0.77296 4.32682  0.411
H -2.64738 1.90007 3.64092  0.388
H -2.41585 0.42021 2.96297  0.293
H -2.55031 -1.33987 4.76190  0.129
H -4.28194 -1.34853 4.73045  0.349
H -2.85797 -0.28353 7.16305  0.214
H -2.79159 -2.06175 6.83279  0.445
H -4.92977 -0.47442 7.83838  0.321
H -3.29044 -2.06735 8.81440  0.385
H -4.35123 -3.27695 8.12441  0.314
H -5.01383 -2.72667 10.47688  0.389
H -6.33193 -2.46832 9.33033  0.336
H -6.97308 -0.69256 11.33095  0.297
H -5.82790 0.57068 11.60282  0.232
H -5.50863 -1.16549 12.18223  0.277
C 2.58054 -1.70748 4.64753  -0.426
O 1.69290 -2.44786 5.38160  -0.528
H 2.15742 -0.70716 4.55570  0.135
H 3.47267 -1.56977 5.25846  0.303
H 2.83790 -2.26061 3.74425  0.218
H 1.13066 -2.99929 4.83260  0.306

Summary:
SMILES = COC[C@H](C)N.COCCNCCOC.COCCNCCOC.COCCNCCOC.COCCNCCOC.COCCNCCOC.CO
relative energy (zero: lowest compared OMol25 entry of this formula, charge and spin) = 373.7 kJ/mol
HOMO = -8.1901 eV
multiplicity = 1
LUMO level = 0.63 eV
total charge = 0

***

Record 2
Below is a 2-piece molecular cluster, F2N2O2 overall at a distorted geometry, with properties calculated with ωB97M-V/def2-TZVPD.

Each line ends with the natural charge from an NBO analysis.
Cartesian coordinates (Å):
N -0.42965 0.42892 -0.00841  0.572
N 0.27097 -0.67266 -0.68201  0.227
O -0.59793 0.10204 1.13158  -0.324
O -0.66394 1.38859 -0.61021  -0.276
F 2.21430 0.42946 0.72370  -0.033
F -0.25566 -1.88674 -0.36403  -0.167

Summary:
relative energy (zero: lowest compared OMol25 entry of this formula, charge and spin) = 264.2 kJ/mol
HOMO (alpha / beta) = -12.0162 / -12.0666 eV
multiplicity = 1
LUMO level (alpha / beta) = -2.56 / -4.41 eV
total charge = 0

***

Record 3
Below is an isolated ion of composition C3H5N2O and charge +1 at a distorted geometry, with properties calculated with ωB97M-V/def2-TZVPD.

Each line ends with the natural charge from an NBO analysis.
Cartesian coordinates (Å):
O -2.42186 -0.13790 -0.00019  -0.382
N -1.18727 -0.06795 -0.00336  0.064
C -0.35766 -1.14786 -0.10679  0.024
C 1.02272 -0.66886 0.01514  -0.248
N 0.76239 1.00139 -0.02738  -0.415
C -0.52117 1.14379 -0.05368  0.367
H -0.73796 -2.06136 0.15067  0.262
H 1.31058 -1.05933 0.97248  0.280
H 1.75752 -0.70968 -0.86584  0.286
H 1.52177 1.58592 0.03607  0.456
H -1.14906 2.12185 -0.11711  0.307

Summary:
SMILES = [O-][N+]1=CC[NH+]=C1
relative energy (zero: lowest compared OMol25 entry of this formula, charge and spin) = 480.3 kJ/mol
HOMO (alpha / beta) = -14.3319 / -14.0212 eV
multiplicity = 1
LUMO level (alpha / beta) = -6.29 / -6.43 eV
total charge = +1

***

Record 4
Below is C6H7KLiO6 as an isolated structure at a distorted geometry, with properties calculated with ωB97M-V/def2-TZVPD.

Each line ends with the natural charge from an NBO analysis.
Cartesian coordinates (Å):
K 3.62641 1.02483 0.90436  0.984
O 2.28891 0.49280 -1.24284  -0.870
O 1.00611 -1.48069 -1.16436  -0.541
C 1.10155 -2.31485 -0.01533  -0.095
C 0.69177 -1.38003 1.11098  -0.100
O 1.19054 -0.12548 0.66467  -0.594
C 1.24970 -0.13758 -0.78252  0.782
H 0.42766 -3.16952 -0.13896  0.208
H 2.13437 -2.67362 0.11482  0.173
H 1.15059 -1.61936 2.07591  0.195
H -0.40381 -1.33367 1.22776  0.182
Li -3.04968 -1.18596 -5.98001  0.972
O -3.20748 -1.06612 -3.94940  -0.722
O -1.44992 -0.40488 -2.70538  -0.440
C -0.45942 0.41698 -2.62937  0.529
C 0.18989 0.82479 -1.40632  -0.571
O -1.32407 -0.50908 -5.00649  -0.750
C -2.03862 -0.69833 -4.02566  0.942
H 0.14769 0.48828 -3.54314  0.215
H -0.92544 0.89336 -0.97504  0.231
H 0.54003 1.86249 -1.47209  0.269

Summary:
relative energy (zero: lowest compared OMol25 entry of this formula, charge and spin) = 0.0 kJ/mol
HOMO (alpha / beta) = -11.5169 / -11.5165 eV
multiplicity = 1
LUMO level (alpha / beta) = -3.89 / -3.89 eV
total charge = +1

***

Record 5
Below is C32H41F2N5O3S3SbTi as an isolated structure, with properties calculated with ωB97M-V/def2-TZVPD.

Each line ends with the natural charge from an NBO analysis.
Cartesian coordinates (Å):
Ti 0.41450 1.38678 0.59303  1.571
S -0.93558 0.03764 4.81892  0.445
C 0.77351 -0.01245 4.84396  -0.377
C 1.31924 0.29177 3.63620  -0.315
C 0.34916 0.56178 2.61506  -0.347
C -0.90850 0.46186 3.14563  -0.382
C -2.06685 0.65240 2.30155  0.308
C -3.38792 0.50045 2.70749  -0.271
C -4.39873 0.64261 1.77908  -0.135
C -4.06926 0.94883 0.46431  -0.213
C -2.74208 1.11883 0.13966  0.073
N -1.74655 0.96990 1.02626  -0.569
H 1.29022 -0.26406 5.75724  0.249
H 2.39047 0.29976 3.48526  0.226
H -3.60422 0.25764 3.73938  0.236
H -5.43279 0.52225 2.07403  0.235
H -4.82577 1.07400 -0.29661  0.233
H -2.45660 1.41120 -0.85663  0.232
C 3.01259 -0.93951 -0.98926  -0.668
C 3.43851 0.07961 0.01169  0.100
N 2.66554 0.88565 0.69724  -0.504
C 3.41278 1.75822 1.46842  0.100
C 4.75229 1.58507 1.39348  -0.408
S 5.10510 0.31985 0.30965  0.531
C 2.69426 2.75271 2.25548  0.109
C 3.19247 3.51266 3.25853  -0.412
S 1.93123 4.40355 3.97278  0.544
C 0.80152 3.73169 2.88469  0.113
N 1.34177 2.90227 2.02449  -0.505
C -0.64137 4.08953 3.01808  -0.654
H 2.01039 -0.71804 -1.34348  0.250
H 3.02211 -1.94353 -0.56179  0.248
H 3.69476 -0.93435 -1.83946  0.252
H 5.52342 2.14852 1.89072  0.261
H 4.20530 3.55131 3.62184  0.259
H -0.83301 4.49366 4.01065  0.244
H -1.26718 3.20845 2.88426  0.241
H -0.91325 4.84495 2.28342  0.261
C -2.99443 1.16405 -3.94202  -0.614
C -2.00311 0.11835 -4.44181  -0.377
C -0.62804 0.21144 -3.77207  -0.270
C 0.29114 -0.97038 -4.21189  -0.354
C 0.50539 -1.10733 -5.71430  -0.620
C 0.06268 1.49294 -4.20288  0.724
O -0.04246 1.98129 -5.29476  -0.539
N 0.92721 2.06321 -3.26301  -0.651
C 0.85412 1.78537 -1.93708  0.815
O 1.52429 2.41047 -1.08734  -0.659
N 0.05365 0.81990 -1.44627  -0.785
C -0.75448 0.05906 -2.25577  0.743
O -1.51522 -0.76345 -1.78415  -0.607
H -3.91039 1.13151 -4.53045  0.229
H -2.58782 2.17385 -4.02710  0.214
H -3.26731 0.98201 -2.90138  0.195
H -1.85370 0.24406 -5.51293  0.235
H -2.39157 -0.88592 -4.27092  0.224
H -0.17519 -1.87575 -3.81763  0.225
H 1.26025 -0.86510 -3.71078  0.194
H -0.42510 -1.34367 -6.22845  0.218
H 1.20408 -1.92114 -5.90809  0.223
H 0.91302 -0.19875 -6.15610  0.225
H 1.42970 2.89770 -3.53854  0.442
F -1.17793 3.24190 -1.24803  -0.368
C -0.67804 3.26445 0.04914  0.186
F 0.10642 4.39155 0.09470  -0.351
H -1.54191 3.44880 0.69186  0.117
C -2.12027 -3.79500 1.14738  -0.618
C -1.72736 -2.35345 1.46081  -0.763
Sb 0.14891 -1.69255 0.65421  1.356
C 1.59892 -2.63034 1.95135  -0.777
C 1.05115 -3.66472 2.93337  -0.618
C 0.28296 -3.03060 -1.04260  -0.762
C 0.89357 -4.40227 -0.76986  -0.625
H -3.11735 -4.00258 1.54037  0.223
H -1.43850 -4.51483 1.59627  0.206
H -2.15068 -3.98050 0.07361  0.208
H -1.69295 -2.18041 2.53788  0.223
H -2.46679 -1.66948 1.04098  0.224
H 2.08757 -1.82369 2.49292  0.223
H 2.35456 -3.08013 1.30376  0.212
H 0.26981 -3.24220 3.56808  0.207
H 1.84406 -4.02884 3.58961  0.220
H 0.63373 -4.52806 2.41924  0.206
H 0.83908 -2.51090 -1.82336  0.209
H -0.73913 -3.11717 -1.40868  0.239
H 1.90656 -4.33794 -0.37001  0.197
H 0.94926 -4.98478 -1.69181  0.224
H 0.29621 -4.97342 -0.06069  0.211

Summary:
relative energy (zero: lowest compared OMol25 entry of this formula, charge and spin) = 0.0 kJ/mol
HOMO = -10.5445 eV
multiplicity = 1
LUMO level = -3.23 eV
total charge = +1

***

Q: relative energy (zero: lowest compared OMol25 entry of this formula, charge and spin) of number 3 (C3H5N2O)?
A: 480.3 kJ/mol

***

Q: What is the total charge in the second record?
A: 0

***

Please write out number 3 again, unchanged.
Below is an isolated ion of composition C3H5N2O and charge +1 at a distorted geometry, with properties calculated with ωB97M-V/def2-TZVPD.

Each line ends with the natural charge from an NBO analysis.
Cartesian coordinates (Å):
O -2.42186 -0.13790 -0.00019  -0.382
N -1.18727 -0.06795 -0.00336  0.064
C -0.35766 -1.14786 -0.10679  0.024
C 1.02272 -0.66886 0.01514  -0.248
N 0.76239 1.00139 -0.02738  -0.415
C -0.52117 1.14379 -0.05368  0.367
H -0.73796 -2.06136 0.15067  0.262
H 1.31058 -1.05933 0.97248  0.280
H 1.75752 -0.70968 -0.86584  0.286
H 1.52177 1.58592 0.03607  0.456
H -1.14906 2.12185 -0.11711  0.307

Summary:
SMILES = [O-][N+]1=CC[NH+]=C1
relative energy (zero: lowest compared OMol25 entry of this formula, charge and spin) = 480.3 kJ/mol
HOMO (alpha / beta) = -14.3319 / -14.0212 eV
multiplicity = 1
LUMO level (alpha / beta) = -6.29 / -6.43 eV
total charge = +1